Below is a structure of composition C36H58BBr3CaCl4F3IMgO19PS, with properties calculated with ωB97M-V/def2-TZVPD.

```
! wB97M-V def2-TZVPD RIJCOSX def2/J DEFGRID3
* xyz 1 1
C 2.230 0.558 0.023
C 2.982 1.975 0.234
C 2.164 3.078 1.020
I 1.577 2.486 3.053
C 0.938 3.799 0.204
C -0.233 2.731 0.002
C -1.619 3.545 0.328
C -2.085 3.435 1.851
C -3.463 2.579 1.895
C -3.253 1.150 1.184
C -4.279 0.886 -0.017
C -3.592 0.748 -1.456
C -2.487 -0.403 -1.549
O -1.618 -0.027 -2.675
C -0.412 -0.751 -2.659
C -0.237 -2.248 -2.152
O 0.602 -0.184 -3.124
C 1.613 4.270 -1.154
S 1.589 3.267 -2.646
O 0.324 3.574 -3.429
O 2.813 3.618 -3.470
H 3.011 -0.118 -0.480
H 1.362 0.617 -0.709
H 1.942 0.055 0.996
H 3.499 2.340 -0.730
H 3.874 1.698 0.916
H 2.900 3.963 1.205
H -0.214 1.868 0.737
H -0.377 2.308 -1.033
H -1.388 4.638 0.037
H -2.400 3.161 -0.423
H -2.294 4.510 2.204
H -1.356 2.915 2.544
H -4.343 3.165 1.451
H -3.713 2.471 3.012
H -3.481 0.372 2.000
H -2.165 0.956 0.887
H -4.962 1.805 -0.082
H -4.882 -0.052 0.181
H -3.178 1.741 -1.862
H -4.427 0.442 -2.181
H -2.981 -1.389 -1.844
H -1.894 -0.539 -0.586
H -0.938 -2.895 -2.776
H -0.485 -2.313 -1.036
H 0.827 -2.629 -2.319
H 2.708 4.524 -0.892
H 1.138 5.297 -1.407
H 1.638 1.888 -2.452
Ca 0.046 6.391 -2.071
C -6.950 -1.576 1.695
O -6.643 -2.374 0.773
O -8.153 -1.855 2.233
O -6.319 -0.608 2.154
H -8.310 -2.630 1.635
C 5.536 -5.528 2.231
O 4.958 -4.290 2.636
P 4.621 -3.199 1.513
O 4.094 -3.748 0.248
O 5.976 -2.353 1.370
C 7.048 -2.920 0.632
O 3.640 -2.185 2.257
C 4.064 -1.566 3.464
H 4.908 -6.346 2.583
H 5.638 -5.604 1.146
H 6.525 -5.622 2.685
H 6.689 -3.401 -0.280
H 7.579 -3.647 1.252
H 7.740 -2.123 0.359
H 5.054 -1.119 3.351
H 4.075 -2.291 4.279
H 3.356 -0.772 3.707
Mg 3.933 5.053 1.215
C 6.799 9.656 -1.199
C 5.828 10.505 -0.406
C 5.986 10.370 1.081
O 4.669 10.628 1.557
C 3.814 10.292 0.554
O 2.625 10.204 0.683
O 4.483 10.069 -0.609
H 6.546 8.595 -1.127
H 6.749 9.918 -2.258
H 7.826 9.803 -0.859
H 5.898 11.551 -0.719
H 6.692 11.095 1.489
H 6.284 9.366 1.400
B -0.110 0.938 -6.564
O -0.808 1.063 -7.856
C -1.532 -0.040 -8.023
O -2.227 -0.260 -8.982
C -1.346 -0.929 -6.861
O -1.862 -2.007 -6.698
O -0.511 -0.360 -5.999
F -0.504 1.985 -5.683
F 1.303 0.971 -6.763
C 10.364 0.649 3.291
C 9.248 0.343 2.304
C 8.030 -0.236 3.007
O 9.719 -0.585 1.329
H 10.694 -0.261 3.802
H 11.236 1.053 2.771
H 10.039 1.372 4.043
H 8.967 1.256 1.773
H 8.279 -1.177 3.508
H 7.241 -0.462 2.285
H 7.635 0.461 3.750
H 9.972 -1.397 1.789
C -10.931 -2.844 -0.222
Cl -10.831 -1.181 0.393
Cl -12.393 -3.623 0.413
Cl -10.996 -2.816 -1.996
Cl -9.498 -3.758 0.302
C 4.018 -9.879 3.266
Br 3.683 -8.732 4.793
Br 2.372 -10.478 2.438
Br 5.205 -9.039 1.983
H 4.528 -10.765 3.638
F -14.674 -6.003 1.261
C -14.553 -6.989 0.357
C -14.962 -6.770 -0.949
C -14.832 -7.789 -1.885
C -14.304 -9.020 -1.503
C -13.901 -9.230 -0.188
C -14.021 -8.207 0.747
H -15.378 -5.808 -1.225
H -15.142 -7.626 -2.911
H -14.206 -9.816 -2.233
H -13.493 -10.190 0.109
H -13.704 -8.350 1.773
*
```

Results
E	-14637.6884	Ha
strongest force on any atom	7.25	eV/Å
M	1498.50	g mol⁻¹

Mulliken atomic charge list, values in e, 6 entries: C -0.3724; C -0.2462; C -0.5817; I 0.1715; C 0.3494; C 0.9523

Below is a cluster of 10 separate species, C36H58F2O24 in total, with properties calculated with ωB97M-V/def2-TZVPD.

```
! wB97M-V def2-TZVPD RIJCOSX def2/J DEFGRID3
* xyz 0 1
C 1.227 1.412 -3.972
O 0.011 1.737 -4.572
C -1.000 2.393 -3.867
O -2.032 2.842 -4.339
O -0.686 2.553 -2.591
C -1.601 3.105 -1.679
H 1.193 0.647 -3.195
H 1.715 2.306 -3.584
H 1.913 0.994 -4.709
H -2.531 2.537 -1.704
H -1.937 4.105 -1.953
H -1.136 3.240 -0.703
C -0.690 -1.674 -0.847
O -0.455 -0.327 -0.376
C 0.345 -0.102 0.727
O 1.003 -0.903 1.455
O 0.401 1.275 0.833
C 1.457 1.737 1.647
H -1.568 -1.833 -1.473
H -1.030 -2.163 0.065
H 0.205 -2.098 -1.303
H 2.338 1.248 1.230
H 1.339 1.480 2.700
H 1.524 2.818 1.529
C 3.624 3.811 -1.001
O 4.853 3.310 -1.760
C 6.068 3.759 -1.405
O 6.403 4.243 -0.300
O 6.900 3.536 -2.455
C 8.248 4.017 -2.339
H 3.827 4.731 -0.451
H 3.315 3.081 -0.253
H 2.791 4.016 -1.674
H 8.866 3.504 -1.602
H 8.154 5.061 -2.039
H 8.743 4.018 -3.310
C 7.222 -0.448 1.236
O 6.364 -0.872 0.230
C 5.037 -1.238 0.474
O 4.452 -1.205 1.514
O 4.495 -1.523 -0.778
C 3.128 -1.476 -0.857
H 6.835 -0.747 2.210
H 7.373 0.629 1.165
H 8.260 -0.763 1.125
H 2.817 -1.628 -1.890
H 2.710 -0.543 -0.477
H 2.756 -2.359 -0.338
C 4.359 4.789 2.484
O 3.998 4.772 3.826
C 2.668 4.747 4.236
O 1.698 4.522 3.551
O 2.636 5.247 5.546
C 1.354 5.215 6.285
H 4.491 5.763 2.013
H 3.679 4.214 1.856
H 5.289 4.248 2.306
H 0.464 5.310 5.663
H 1.298 6.062 6.969
H 1.307 4.200 6.679
C -1.211 3.780 2.223
O -2.619 3.503 2.381
C -3.128 2.246 2.026
O -2.570 1.298 1.484
O -4.516 2.291 2.280
C -5.458 1.469 1.603
H -0.931 3.274 1.300
H -0.594 3.423 3.048
H -1.009 4.826 1.992
H -5.332 1.354 0.526
H -6.469 1.753 1.895
H -5.387 0.435 1.942
C 0.954 -3.556 3.814
O -0.084 -4.248 4.485
C -1.045 -4.980 3.842
O -1.013 -5.122 2.600
O -1.962 -5.332 4.799
C -3.216 -5.932 4.391
H 1.474 -2.857 4.469
H 0.557 -2.975 2.982
H 1.726 -4.271 3.528
H -2.953 -6.794 3.777
H -3.847 -5.149 3.972
H -3.758 -6.260 5.278
C -6.428 -2.975 5.375
O -5.207 -2.972 4.643
C -4.995 -2.224 3.554
O -5.719 -1.398 3.030
O -3.685 -2.439 3.134
C -3.144 -1.810 2.014
H -6.547 -1.973 5.785
H -6.254 -3.738 6.133
H -7.319 -3.151 4.771
H -3.774 -0.980 1.694
H -3.031 -2.473 1.156
H -2.211 -1.297 2.249
F 1.301 -1.535 -4.095
C 0.616 -1.612 -5.247
C -0.766 -1.344 -5.187
C -1.536 -1.375 -6.390
C -0.838 -1.528 -7.578
C 0.475 -1.755 -7.641
C 1.285 -1.819 -6.435
H -1.268 -1.139 -4.253
H -2.606 -1.225 -6.366
H -1.463 -1.607 -8.455
H 0.897 -1.961 -8.613
H 2.295 -2.200 -6.471
F -1.856 -3.535 -3.243
C -3.197 -3.675 -3.400
C -3.721 -3.572 -4.684
C -5.088 -3.814 -4.877
C -5.910 -4.022 -3.803
C -5.343 -4.206 -2.519
C -3.982 -3.934 -2.337
H -2.998 -3.505 -5.483
H -5.591 -3.743 -5.830
H -6.951 -4.295 -3.896
H -6.008 -4.598 -1.763
H -3.530 -4.077 -1.367
*
```

Results
E	-3411.9042	Ha
structure (SMILES)	COC(=O)OC.COC(=O)OC.COC(=O)OC.COC(=O)OC.COC(=O)OC.COC(=O)OC.COC(=O)OC.COC(=O)OC.Fc1ccccc1.Fc1ccccc1
strongest force on any atom	5.06	eV/Å
M	912.83	g mol⁻¹

Mulliken atomic charge list, values in e, 6 entries: C -0.4405; O -0.3358; C 0.6567; O -0.6167; O -0.1340; C -0.4771

Below is a cluster of 10 separate species, C36H60O30 in total, with properties calculated with ωB97M-V/def2-TZVPD.

```
! wB97M-V def2-TZVPD RIJCOSX def2/J DEFGRID3
* xyz 0 1
C 4.948 1.701 5.434
C 4.432 0.310 4.910
C 2.991 -0.017 5.321
O 2.388 0.139 4.073
C 3.229 0.328 3.029
O 2.912 0.470 1.857
O 4.417 0.436 3.506
H 4.309 2.493 5.180
H 5.931 1.912 5.071
H 4.983 1.786 6.506
H 5.057 -0.486 5.340
H 2.526 0.534 6.101
H 2.866 -1.120 5.394
C -0.084 2.130 1.811
C -1.340 2.010 0.986
C -1.343 0.906 -0.052
O -2.661 0.425 0.080
C -3.120 0.702 1.244
O -4.188 0.290 1.752
O -2.408 1.650 1.831
H 0.668 2.459 1.089
H 0.425 1.219 2.183
H -0.222 2.824 2.670
H -1.605 2.956 0.575
H -0.594 0.149 0.276
H -1.059 1.225 -1.097
C -4.470 -3.430 2.502
C -5.611 -3.366 1.404
C -5.260 -2.281 0.386
O -5.083 -2.991 -0.830
C -5.377 -4.226 -0.629
O -5.362 -5.108 -1.502
O -5.658 -4.530 0.633
H -4.604 -4.217 3.223
H -4.417 -2.479 3.137
H -3.473 -3.497 2.023
H -6.632 -3.287 1.784
H -4.300 -1.863 0.673
H -5.910 -1.377 0.234
C -2.460 -4.271 -3.217
C -1.150 -3.850 -2.604
C -0.793 -2.381 -2.830
O -1.096 -1.865 -1.559
C -1.333 -2.855 -0.610
O -1.525 -2.685 0.630
O -1.280 -4.009 -1.186
H -2.702 -5.263 -2.890
H -2.289 -4.354 -4.323
H -3.316 -3.650 -2.994
H -0.334 -4.438 -3.011
H -1.366 -1.875 -3.554
H 0.295 -2.285 -3.225
C 5.897 5.713 0.547
C 4.726 4.715 0.531
C 4.650 3.956 1.872
O 3.297 4.183 2.268
C 2.632 4.945 1.453
O 1.393 5.065 1.495
O 3.495 5.423 0.588
H 5.759 6.297 -0.315
H 6.846 5.164 0.549
H 5.885 6.409 1.366
H 4.642 3.947 -0.262
H 5.302 4.293 2.618
H 4.802 2.897 1.664
C -1.048 -1.000 3.433
C -0.616 -2.101 4.442
C -0.735 -3.528 3.850
O 0.605 -4.029 3.929
C 1.324 -3.151 4.304
O 2.513 -3.304 4.309
O 0.729 -1.985 4.619
H -2.103 -0.941 3.265
H -0.682 -1.050 2.387
H -0.763 -0.001 3.804
H -1.096 -2.088 5.436
H -1.059 -3.421 2.848
H -1.480 -4.106 4.435
C 2.006 -2.345 0.545
O 1.710 -3.726 0.214
C 2.018 -4.129 -1.052
O 2.479 -3.273 -2.015
O 1.693 -5.429 -1.225
C 1.974 -6.051 -2.430
H 3.095 -2.256 0.444
H 1.645 -2.168 1.578
H 1.516 -1.664 -0.148
H 1.293 -5.627 -3.119
H 1.719 -7.141 -2.454
H 3.045 -5.882 -2.648
C 0.649 6.196 -4.352
O -0.291 5.714 -3.432
C -1.125 4.720 -3.782
O -1.358 4.493 -5.074
O -1.695 4.018 -2.793
C -2.676 3.132 -3.208
H 0.189 6.851 -5.143
H 1.335 5.482 -4.800
H 1.362 6.819 -3.782
H -3.334 3.521 -4.011
H -3.359 2.779 -2.440
H -2.079 2.309 -3.674
C 4.312 0.124 -0.999
O 3.982 1.489 -1.063
C 2.686 1.812 -1.120
O 1.708 0.805 -1.189
O 2.355 3.126 -1.128
C 1.067 3.419 -1.464
H 4.149 -0.230 0.030
H 5.355 -0.044 -1.238
H 3.765 -0.494 -1.740
H 0.256 2.940 -0.980
H 1.014 3.368 -2.480
H 1.117 4.415 -1.238
C -2.803 0.088 -6.152
O -3.353 0.780 -5.090
C -3.940 0.024 -4.115
O -4.009 -1.386 -4.175
O -4.474 0.710 -3.074
C -4.873 0.023 -1.942
H -3.680 -0.246 -6.679
H -2.029 -0.584 -5.870
H -2.315 0.820 -6.751
H -5.664 -0.765 -2.170
H -5.205 0.773 -1.203
H -4.099 -0.611 -1.536
*
```

Results
E	-3664.7876	Ha
structure (SMILES)	C[C@H]1COC(=O)O1.C[C@H]1COC(=O)O1.C[C@H]1COC(=O)O1.C[C@H]1COC(=O)O1.C[C@H]1COC(=O)O1.C[C@H]1COC(=O)O1.COC(=O)OC.COC(=O)OC.COC(=O)OC.COC(=O)OC
strongest force on any atom	9.41	eV/Å
M	972.85	g mol⁻¹

Mulliken atomic charge list, values in e, 6 entries: C -1.5770; C 0.3409; C -0.4519; O -0.1223; C 0.1555; O 0.2143